Computed, not measured: a single C7H10BrCl molecule at a distorted geometry, with the ωB97M-V functional and the def2-TZVPD basis.

The HOMO energy (alpha / beta) comes out at -0.281 / -0.288 Eh. The value obtained for the maximum force is 0.088 hartree/bohr. The molecular weight comes out at 209.5 g mol⁻¹. For the total energy, the calculation gives -89979.722 eV.

```
! wB97M-V def2-TZVPD RIJCOSX def2/J DEFGRID3
* xyz 0 1
Br -1.5810 -0.3831 0.0282
Cl 0.1150 2.4277 -0.9579
C -4.3060 0.3381 -0.6534
C 2.9398 0.5486 0.0115
C 1.7318 -1.1646 0.5603
C -3.2930 -0.0735 0.3948
C 3.1698 -0.9201 0.3002
C 1.4667 0.2466 0.0065
C 0.3462 0.8265 -0.3876
H 3.2392 1.1647 0.8775
H -4.2376 1.4112 -0.9629
H 1.6619 -0.8836 1.5159
H 3.4792 -1.4355 -0.5952
H -5.3211 0.0517 -0.3311
H -3.5369 0.3972 1.3353
H 3.8262 -1.0699 1.1288
H 1.0971 -2.0150 0.2842
H 3.2228 0.7602 -0.9891
H -4.0202 -0.2272 -1.5661
*
```

These are the Mulliken partial charges, in e, on atoms 1 to 4:
1 Br 0.100
2 Cl -0.226
3 C -0.868
4 C -0.416

***

Computed, not measured: 2 unconnected molecules or ions with the total composition C7H10BrI at a distorted geometry, with the ωB97M-V functional and the def2-TZVPD basis.

The HOMO energy (alpha / beta) comes out at -0.193 / -0.362 Eh. The value obtained for the maximum force is 0.154 hartree/bohr. The molecular weight comes out at 301.0 g mol⁻¹. For the total energy, the calculation gives -85558.889 eV.

```
! wB97M-V def2-TZVPD RIJCOSX def2/J DEFGRID3
* xyz 0 3
I -5.4647 0.7790 -0.4335
Br -2.7283 -2.1334 0.6091
C -0.3533 -0.0158 -1.5558
C 0.0036 -1.0983 -0.5126
C -0.9874 0.0024 1.2311
C 0.2858 0.6944 0.7942
C 1.1440 -0.4588 0.3706
C -0.0574 1.2945 -0.6256
C -1.1245 -1.1020 0.4694
H -1.5808 0.2563 2.0708
H 2.0745 -0.0647 -0.0559
H 0.3022 0.1515 -2.3665
H 0.2848 -2.1259 -0.9223
H -1.4244 0.0046 -1.8362
H 0.6465 1.5036 1.4074
H -3.9876 1.2570 -0.0433
H -0.9022 2.0386 -0.7201
H 1.3199 -1.1855 1.2549
H 0.8136 1.7294 -1.0497
*
```

These are the Mulliken partial charges, in e, on atoms 1 to 4:
1 I -0.077
2 Br -0.114
3 C -0.763
4 C 0.151

***

Computed, not measured: a molecular structure, C7H10BrNO at a distorted geometry, with the ωB97M-V functional and the def2-TZVPD basis.

The HOMO energy comes out at -0.349 Eh. For the energy relative to the best compared isomer or geometry (same formula, charge and spin), the calculation gives 26.0 kcal per mole. The value obtained for the maximum force is 0.139 hartree/bohr. The molecular weight comes out at 204.1 g mol⁻¹. For the total energy, the calculation gives -80998.262 eV.

```
! wB97M-V def2-TZVPD RIJCOSX def2/J DEFGRID3
* xyz 0 1
Br -2.7124 -0.7993 2.0244
O -3.1082 2.2549 -0.0286
N -1.5856 0.8106 -0.9465
C -2.2866 1.3834 0.0452
C 1.1683 -0.9133 0.8263
C -0.9027 -0.2699 -0.3915
C 0.5688 -0.1168 -0.3601
C -1.6790 0.4655 1.1928
C 1.2208 -0.5626 -1.6292
C 2.1019 -0.2672 1.5233
H 2.2940 -0.4527 -1.7414
H 1.1388 -1.7280 -1.7625
H 2.6368 0.6310 1.2587
H 2.4563 -0.7003 2.4895
H 0.9111 0.0244 -2.5303
H -0.9184 1.0002 1.7722
H 0.6484 -1.7001 1.1012
H -1.2483 -1.1942 -0.6377
H 0.8584 1.0482 -0.2943
H -1.5627 1.0861 -1.9114
*
```

These are the Mulliken partial charges, in e, on atoms 1 to 4:
1 Br -0.108
2 O -0.596
3 N 0.000
4 C 0.330

***

Computed, not measured: a single C7H10BrNO2S molecule at a distorted geometry, with the ωB97M-V functional and the def2-TZVPD basis.

The HOMO energy comes out at -0.392 Eh. For the energy relative to the best compared isomer or geometry (same formula, charge and spin), the calculation gives 26.1 kcal per mole. The value obtained for the maximum force is 0.100 hartree/bohr. The molecular weight comes out at 252.1 g mol⁻¹. The SMILES is CS(=O)(=O)[C@H]1CCC[C@@]1(Br)C#N. For the total energy, the calculation gives -93881.368 eV.

```
! wB97M-V def2-TZVPD RIJCOSX def2/J DEFGRID3
* xyz 0 1
Br 0.7617 1.0618 -2.9691
S -1.4056 0.3757 0.8124
O -2.4242 1.1401 0.2029
O -1.5393 -1.0234 0.9266
N -2.4104 -0.5918 -2.5054
C -1.4437 -0.3394 -2.0201
C 1.2696 -0.0331 0.5701
C 1.8928 -0.9476 -0.5330
C -1.1873 1.0752 2.4290
C -0.1052 -0.0789 -1.5619
C 0.0777 0.7160 -0.0880
C 0.7164 -1.2544 -1.4292
H 0.2272 -2.0376 -0.7818
H 0.3733 1.6915 -0.1116
H 1.0428 -1.7390 -2.2772
H -2.2653 1.4772 2.6206
H 2.5185 -0.3333 -1.1341
H -0.5415 0.4573 3.0993
H -0.6662 2.0383 2.3654
H 0.7661 -0.4369 1.4481
H 2.3494 -1.8137 0.0242
H 1.9930 0.5960 0.9128
*
```

These are the Mulliken partial charges, in e, on atoms 1 to 4:
1 Br -0.052
2 S 1.149
3 O -0.642
4 O -0.589

***

Computed, not measured: 2 unconnected molecules or ions with the total composition C7H10BrNO3 at a distorted geometry, with the ωB97M-V functional and the def2-TZVPD basis.

The HOMO energy comes out at -0.315 Eh. For the energy relative to the best compared isomer or geometry (same formula, charge and spin), the calculation gives 26.8 kcal per mole. The value obtained for the maximum force is 0.106 hartree/bohr. The molecular weight comes out at 236.1 g mol⁻¹. For the total energy, the calculation gives -85091.992 eV.

```
! wB97M-V def2-TZVPD RIJCOSX def2/J DEFGRID3
* xyz 0 1
Br 1.1828 -0.2672 -3.2885
O -2.2976 -2.0134 1.0968
O -0.7944 -1.3428 -1.3331
O -1.6793 -4.1751 0.6168
N 0.4633 0.3634 -0.4538
C -0.3253 1.4024 0.2402
C -0.0962 2.7266 -0.4215
C -0.2556 -0.1591 -1.6469
C -0.2850 -1.8220 -0.1523
C 1.4987 -0.8925 1.5853
C 0.5480 -0.9642 0.3695
C -1.7929 -3.0300 0.7290
H 1.7643 -1.8433 1.9485
H -0.5098 2.7468 -1.3976
H -0.5689 3.6469 0.1945
H 1.3686 0.5569 -0.7519
H 0.7991 -0.4933 2.3101
H -1.2784 0.9049 0.1277
H -0.9118 0.5857 -2.0719
H 0.8243 3.1249 -0.4557
H -0.0757 1.3440 1.2728
H 2.4216 -0.3997 1.4821
*
```

These are the Mulliken partial charges, in e, on atoms 1 to 4:
1 Br -0.275
2 O -0.479
3 O -0.215
4 O -0.439

***

Computed, not measured: a molecular structure, C7H10CdClNO4 at a distorted geometry, with the ωB97M-V functional and the def2-TZVPD basis.

The HOMO energy comes out at 0.034 Eh. For the energy relative to the best compared isomer or geometry (same formula, charge and spin), the calculation gives 0.0 kcal per mole. The value obtained for the maximum force is 0.076 hartree/bohr. The molecular weight comes out at 320.0 g mol⁻¹. For the total energy, the calculation gives -34177.506 eV.

```
! wB97M-V def2-TZVPD RIJCOSX def2/J DEFGRID3
* xyz -2 1
Cd 0.0816 -0.1135 0.3271
Cl 1.7933 2.0753 2.7320
O 2.1776 1.5751 4.0279
O 2.9060 2.5962 1.9769
O 1.2479 0.8555 1.9821
O 0.7265 3.0411 2.8049
N -0.6018 1.5422 -1.0609
C 0.1477 -2.6698 -0.2224
C -1.8882 1.6873 -0.3469
C 0.2677 -1.5903 -2.2689
C 1.4682 -1.3045 -1.5776
C 1.4020 -1.9370 -0.2808
C -2.1862 0.2814 0.1228
C -0.5570 -2.4108 -1.4369
H -1.7800 2.2556 0.6135
H 2.3388 -0.8062 -1.9860
H -0.1621 -3.3568 0.5786
H 2.2344 -2.0762 0.4086
H -2.6673 -0.3127 -0.6660
H -1.5238 -2.8429 -1.7144
H -2.5988 0.2060 1.1367
H -0.1451 2.4385 -0.9047
H 0.0044 -1.2640 -3.2684
H -2.6859 2.1306 -0.9771
*
```

These are the Mulliken partial charges, in e, on atoms 1 to 4:
1 Cd 0.625
2 Cl 1.636
3 O -0.639
4 O -0.649

***

Computed, not measured: a molecular structure, C7H10Cl10F12NO8P2S2V2 at a distorted geometry, with the ωB97M-V functional and the def2-TZVPD basis.

The HOMO energy (alpha / beta) comes out at -0.198 / -0.207 Eh. The value obtained for the maximum force is 0.186 hartree/bohr. The molecular weight comes out at 1046.6 g mol⁻¹. For the total energy, the calculation gives -274754.888 eV.

```
! wB97M-V def2-TZVPD RIJCOSX def2/J DEFGRID3
* xyz -1 7
V 1.9940 3.9629 -0.4935
V 1.5239 1.0886 -2.4466
Cl -1.8337 2.6479 -3.4711
Cl 1.1899 -5.7840 1.4702
Cl -2.7926 0.2295 5.5854
Cl 3.7632 -3.9708 -1.6974
Cl 6.5473 -4.1117 -1.0041
Cl -1.7096 -6.0532 1.3421
Cl -4.6934 -2.5044 1.4610
Cl -6.0601 -0.9350 -0.5567
Cl -0.6661 0.1224 -4.1946
Cl -3.3976 1.4011 3.0150
S 1.7568 0.7514 0.8423
S -0.5834 -0.2900 -0.1116
P -1.1903 4.8900 -0.0237
P 2.5265 3.3987 -2.8700
F 0.4950 -2.2440 1.4321
F 3.0719 -1.5050 0.4404
F 4.1424 -0.0224 1.6129
F -1.6174 6.4503 -0.0340
F 0.4419 5.3662 0.0541
F -1.0549 4.9186 -1.6124
F -1.2008 4.9307 1.6004
F -0.7047 3.3461 0.0746
F -1.4592 -2.6582 0.6187
F 3.9832 0.1800 -0.5343
F -2.7312 4.4191 -0.0351
F 0.2553 -2.7643 -0.6846
O 2.0210 4.8016 -2.4473
O 1.0921 3.0947 -2.1485
O 1.2523 0.3834 2.1345
O 2.0660 2.1688 0.7234
O -1.4145 -0.3340 -1.2998
O 1.7546 2.5929 -3.9823
O 2.9750 2.5700 -1.6271
O -1.2473 0.3593 0.9718
N 0.8484 0.2764 -0.5631
C -0.2715 -2.1379 0.3565
C 3.3744 -0.2287 0.5613
C -0.3420 -5.5362 2.3586
C 4.9168 -4.0692 -0.3828
C -2.2456 0.4265 3.9261
C -2.1716 0.9772 -3.8979
C -4.4666 -1.3596 0.1290
H -2.1857 -0.5370 3.4260
H -1.2332 0.8194 3.9117
H -0.4843 -4.4680 2.4638
H 4.8523 -3.1834 0.2386
H -0.3620 -6.1100 3.2746
H -2.7351 0.5008 -3.1018
H -4.0507 -0.4292 0.4990
H 4.7335 -4.9793 0.1784
H -3.9019 -1.8078 -0.6782
H -2.7707 0.9486 -4.8039
*
```

These are the Mulliken partial charges, in e, on atoms 1 to 4:
1 V 0.857
2 V 0.537
3 Cl -0.056
4 Cl -0.147

***

Computed, not measured: a single C7H10Cl2N2O3 molecule at a distorted geometry, with the ωB97M-V functional and the def2-TZVPD basis.

The HOMO energy (alpha / beta) comes out at -0.266 / -0.330 Eh. For the energy relative to the best compared isomer or geometry (same formula, charge and spin), the calculation gives 0.0 kcal per mole. The value obtained for the maximum force is 0.077 hartree/bohr. The molecular weight comes out at 241.1 g mol⁻¹. For the total energy, the calculation gives -41581.398 eV.

```
! wB97M-V def2-TZVPD RIJCOSX def2/J DEFGRID3
* xyz 0 3
Cl 2.2141 -2.3544 -0.1462
Cl 1.9558 2.7859 0.7093
O 0.5926 0.0955 -2.4022
O 3.3367 0.3416 0.8288
O -1.4177 0.9548 0.3387
N 1.6384 1.3761 -0.1436
N 1.4828 -0.9005 0.0515
C -2.0178 2.0055 -0.3913
C -0.0524 -1.0745 1.8560
C 2.2916 0.2841 0.2911
C 0.0842 -0.9303 0.3356
C 0.1231 0.8502 -1.5597
C -0.7125 -2.0456 -0.4626
C -0.3652 0.3914 -0.3200
H -2.2521 1.6485 -1.4466
H -0.5468 -3.0575 0.0093
H -2.9104 2.1904 0.1247
H -1.7903 -1.8422 -0.4500
H -0.2632 -2.0228 -1.5292
H -0.9796 -1.4794 2.0712
H -1.3403 2.9168 -0.3357
H 0.6273 -1.8736 2.0818
H 0.2543 -0.1720 2.3349
H 0.0475 1.9117 -1.8459
*
```

These are the Mulliken partial charges, in e, on atoms 1 to 4:
1 Cl -0.057
2 Cl 0.005
3 O -0.556
4 O -0.506

***

The highest maximum force belongs to which entry? C7H10Cl10F12NO8P2S2V2

***

maximum force of number 1 (C7H10BrCl)? 0.088 hartree/bohr

***

Which of these has the lowest molecular weight? C7H10BrNO

***

Which of these has the lowest maximum force? C7H10CdClNO4